No. 1
# C5H9NO2

C5H9NO2 in the gas phase (ωB97M-V/def2-TZVPD, the OMol25 dataset).

Positions of all 17 atoms, in Å:
O 0.603 2.302 0.544
O 0.541 0.107 2.542
N -1.516 0.062 0.538
C 0.437 -0.058 1.355
C -0.809 -0.616 -0.305
C -0.940 -0.746 -1.780
C 0.274 -1.302 0.505
C 1.277 1.083 0.355
H -2.060 0.831 0.148
H 2.287 1.100 0.785
H 1.355 0.918 -0.720
H -0.136 -2.139 1.079
H -1.173 -1.786 -2.020
H -0.004 -0.492 -2.276
H 1.154 -1.564 -0.077
H 0.443 2.405 1.492
H -1.732 -0.104 -2.164

Output
2S+1: 1
HOMO level, eV: -8.698
SMILES string: [H]/N=C(\C)CC(=O)CO
LUMO, eV: 0.67
Frontier orbital gap, eV: 9.4
Energy relative to the best compared isomer or geometry (same formula, charge and spin), kJ/mol: 273.7


No. 2
# C14H19BrSn

A molecular structure, C14H19BrSn (ωB97M-V/def2-TZVPD, the OMol25 dataset).

Positions of all 35 atoms, in Å:
Sn -0.442 0.251 0.464
Br 0.642 -0.688 -1.439
C -2.377 -0.060 1.836
C 0.606 -0.557 -5.336
C 1.307 1.083 3.185
C 1.905 -0.504 -4.742
C -2.561 1.144 1.064
C -2.324 -1.180 0.919
C 1.248 -1.111 4.434
C 1.113 1.662 -4.924
C 0.496 -0.196 3.452
C 0.230 -0.993 2.172
C 0.116 0.781 -5.448
C -2.644 0.771 -0.326
C 2.219 0.868 -4.488
C -2.521 -0.673 -0.412
H 1.044 2.740 -4.870
H -2.515 -1.256 -1.325
H 1.169 -1.310 1.752
H 2.542 -1.351 -4.529
H -2.740 1.450 -1.163
H -0.446 0.115 3.949
H 1.514 1.593 4.136
H -0.353 -1.895 2.374
H 3.134 1.239 -4.047
H -2.118 -2.209 1.187
H -2.585 2.151 1.456
H 0.087 -1.453 -5.650
H -2.211 -0.104 2.906
H -0.839 1.076 -5.860
H 0.745 1.777 2.551
H 2.262 0.838 2.701
H 2.205 -1.420 4.001
H 1.438 -0.581 5.370
H 0.653 -1.998 4.650

Output
2S+1: 1
HOMO level (spin up / spin down), eV: -7.892 / -6.667
LUMO (spin up / spin down), eV: -0.85 / -1.53
Frontier orbital gap (spin up / spin down), eV: 7.0 / 5.1


No. 3
# C3H5NO2

2 unconnected molecules or ions with the total composition C3H5NO2 (ωB97M-V/def2-TZVPD, the OMol25 dataset).

Positions of all 11 atoms, in Å:
O 0.057 -1.127 1.301
O -1.505 0.495 1.830
N 0.573 1.560 -0.600
C -0.573 0.085 1.215
C 0.992 -0.830 0.224
C 0.370 0.543 0.106
H 0.831 -1.502 -0.622
H -0.101 2.288 -0.352
H 2.029 -0.861 0.561
H -1.146 -0.007 -1.844
H -1.529 -0.644 -1.818

Output
2S+1: 1
HOMO level, eV: -10.579
SMILES string: [H]/N=C1/COC1=O.[H][H]
LUMO, eV: -0.15
Frontier orbital gap, eV: 10.4
Energy relative to the best compared isomer or geometry (same formula, charge and spin), kJ/mol: 255.3


Question: 2S+1 of number 1 (C5H9NO2)?
Answer: 1


Repeat the third record exactly.
# C3H5NO2

2 unconnected molecules or ions with the total composition C3H5NO2 (ωB97M-V/def2-TZVPD, the OMol25 dataset).

Positions of all 11 atoms, in Å:
O 0.057 -1.127 1.301
O -1.505 0.495 1.830
N 0.573 1.560 -0.600
C -0.573 0.085 1.215
C 0.992 -0.830 0.224
C 0.370 0.543 0.106
H 0.831 -1.502 -0.622
H -0.101 2.288 -0.352
H 2.029 -0.861 0.561
H -1.146 -0.007 -1.844
H -1.529 -0.644 -1.818

Output
2S+1: 1
HOMO level, eV: -10.579
SMILES string: [H]/N=C1/COC1=O.[H][H]
LUMO, eV: -0.15
Frontier orbital gap, eV: 10.4
Energy relative to the best compared isomer or geometry (same formula, charge and spin), kJ/mol: 255.3


Copy entry 1 word for word.
# C5H9NO2

C5H9NO2 in the gas phase (ωB97M-V/def2-TZVPD, the OMol25 dataset).

Positions of all 17 atoms, in Å:
O 0.603 2.302 0.544
O 0.541 0.107 2.542
N -1.516 0.062 0.538
C 0.437 -0.058 1.355
C -0.809 -0.616 -0.305
C -0.940 -0.746 -1.780
C 0.274 -1.302 0.505
C 1.277 1.083 0.355
H -2.060 0.831 0.148
H 2.287 1.100 0.785
H 1.355 0.918 -0.720
H -0.136 -2.139 1.079
H -1.173 -1.786 -2.020
H -0.004 -0.492 -2.276
H 1.154 -1.564 -0.077
H 0.443 2.405 1.492
H -1.732 -0.104 -2.164

Output
2S+1: 1
HOMO level, eV: -8.698
SMILES string: [H]/N=C(\C)CC(=O)CO
LUMO, eV: 0.67
Frontier orbital gap, eV: 9.4
Energy relative to the best compared isomer or geometry (same formula, charge and spin), kJ/mol: 273.7